ORCA calculation (ωB97M-V/def2-TZVPD) on 10 unconnected molecules or ions with the total composition C32H65F3IN4O14S4 at a distorted geometry.

```
! wB97M-V def2-TZVPD RIJCOSX def2/J DEFGRID3
* xyz -1 1
C -2.815 3.227 -1.433
H 2.406 1.525 -1.062
H -0.951 2.000 -2.984
H 1.042 4.450 4.696
H 2.155 0.769 1.279
N 2.452 -3.692 -0.070
H -1.997 2.967 3.387
C -4.289 0.350 2.563
H -0.602 0.773 3.287
C -6.524 -0.470 3.111
O 0.927 -5.745 1.713
C 2.177 5.574 -0.813
H 3.721 2.572 -0.520
C 0.723 4.071 0.481
H 2.117 -1.782 0.710
H -0.002 -3.465 1.251
H -2.612 1.987 4.777
O -7.308 -1.310 3.570
C 3.341 -4.807 -0.259
N -2.970 2.620 -2.721
H -1.484 3.306 -4.057
H 2.198 6.041 0.168
H -4.774 -1.937 -3.472
O -1.556 4.920 4.847
H 4.182 -4.586 -0.930
C -0.835 -2.112 2.700
C -3.544 -1.267 -1.805
H 3.675 -5.055 0.740
C -1.713 2.397 4.278
I -0.533 0.272 -0.052
N 1.294 4.411 -0.714
C 2.987 1.449 1.023
C -0.480 1.505 4.072
C 2.657 -2.693 0.948
H -2.204 4.165 -1.521
H -6.823 0.584 2.918
F 2.999 -5.900 3.716
H 1.410 3.462 -2.652
H -4.708 1.329 2.582
H 2.828 0.669 -6.188
H -3.981 0.244 1.521
H 1.253 1.631 -4.824
H 2.754 -5.619 -0.721
H 6.167 0.832 -0.286
H 1.780 -0.272 -2.428
O 3.894 -1.545 -3.700
H -2.264 2.577 -0.800
H 0.134 2.991 -1.594
H -3.768 3.406 -0.956
H -5.493 -2.720 3.376
O -4.365 2.247 -4.466
H 0.635 -1.124 -5.073
O -1.244 3.395 6.771
C 3.280 1.569 -0.453
F 1.591 -4.959 5.046
H 3.730 -2.385 1.044
H -1.115 -2.076 3.747
C 3.088 0.518 -5.154
C -1.775 2.384 -3.560
H 0.297 0.237 -3.100
O 0.204 -4.152 3.162
C -0.606 -3.460 2.176
O 3.244 -1.980 -6.080
C 0.676 2.427 3.885
C -4.656 -2.052 3.226
C 4.102 0.424 -0.918
S -1.062 3.674 5.380
H 5.650 -0.813 0.112
H -0.406 0.961 5.013
H -3.306 -3.329 -1.416
C 0.689 3.448 4.980
H 1.797 6.157 -1.629
H -0.066 3.323 0.418
H -1.586 -1.499 2.165
H 3.530 -0.513 -0.935
C 1.532 -3.416 -0.999
O 5.489 2.082 1.947
H 2.497 1.877 -3.558
H 1.191 -2.229 -3.846
C -4.203 2.536 -3.307
H -4.072 -0.341 -3.706
O 1.157 4.488 1.560
C 0.712 3.864 -1.949
H 1.245 3.150 5.896
H -3.974 -2.102 4.082
H -2.132 1.671 -4.331
H -2.924 -0.366 -1.724
O 1.340 -4.111 -1.993
H -5.080 2.797 -2.624
C 1.326 -0.037 -3.368
C -3.919 -1.328 -3.289
C 1.383 -1.301 -4.315
O -1.815 -1.229 -4.839
H 4.442 0.658 -1.924
O 4.487 -0.087 2.590
S -2.558 -2.226 -4.101
C 5.306 0.235 0.051
S 3.044 -1.281 -4.850
S 4.650 0.962 1.624
H 1.659 1.875 3.913
C 1.680 -5.752 3.992
N -5.207 -0.737 2.914
H -1.289 -3.747 -2.691
C -1.615 -2.708 -2.591
C 2.004 1.120 -4.213
H 4.046 0.984 -5.010
C -2.670 -2.455 -1.446
F 1.172 -6.978 4.371
H 0.185 4.663 -2.431
H 2.339 -2.982 1.949
H 0.925 -2.517 -0.801
H -4.150 -2.418 2.305
C 0.877 -5.227 2.778
H 2.764 2.452 1.428
H 0.117 -1.583 2.631
H -4.370 -1.187 -1.096
O -3.034 -3.449 -4.713
H -0.742 -2.071 -2.426
H 0.621 2.884 2.898
H -3.371 0.313 3.173
H -2.160 -2.309 -0.475
H 3.142 5.198 -1.126
H -1.416 -4.162 2.145
*
```

Properties
LUMO level   1.870 eV
E_tot   -128460.3024 eV
HOMO energy   -0.2339 Eh
Frontier orbital gap   8.235 eV



ORCA calculation (ωB97M-V/def2-TZVPD) on 11 unconnected molecules or ions with the total composition C32H67N5O10 at a distorted geometry.

```
! wB97M-V def2-TZVPD RIJCOSX def2/J DEFGRID3
* xyz 0 1
O 18.372 13.590 10.463
H 24.488 26.998 7.921
H 20.146 18.982 4.189
O 20.083 14.993 -3.733
C 20.755 15.876 -4.333
H 18.944 12.414 4.657
H 12.150 22.338 1.523
H 24.129 15.312 7.215
H 17.455 21.221 8.513
H 19.831 15.587 -6.301
H 17.487 20.500 11.098
C 19.433 19.035 3.366
C 21.842 16.623 -3.639
H 22.753 16.107 -3.940
N 15.229 18.494 -3.331
H 18.223 13.547 1.414
C 24.799 26.540 6.982
H 17.266 21.860 12.231
H 16.165 14.358 9.682
O 10.425 18.647 1.921
C 16.529 15.137 10.352
H 21.528 25.780 0.631
H 25.377 16.548 7.192
O 22.846 17.562 8.644
H 22.845 28.019 6.392
H 19.474 14.812 12.369
H 21.211 16.676 -6.395
H 18.715 24.752 1.577
H 8.428 18.860 8.616
N 17.078 18.275 4.251
C 17.695 22.503 10.212
C 17.826 21.500 11.367
C 11.694 20.212 8.119
C 19.788 12.077 4.055
H 8.907 20.522 2.629
C 19.703 12.878 2.831
H 19.320 20.064 3.024
C 24.300 16.388 7.247
H 20.799 12.130 4.458
C 10.199 20.059 8.558
C 15.830 19.545 -2.713
H 24.159 17.093 10.678
O 16.113 19.671 -1.495
H 20.211 28.207 -0.045
H 19.762 18.390 2.552
H 23.812 16.802 6.364
H 11.782 20.039 7.046
O 17.390 23.665 10.406
H 18.045 22.907 8.252
C 22.906 27.289 5.584
H 13.773 17.052 -2.250
H 9.443 22.142 1.959
H 17.949 15.659 12.826
H 9.945 17.971 8.606
H 12.125 21.178 8.382
O 9.695 20.941 9.231
C 12.050 21.744 2.432
C 9.419 18.817 8.163
H 19.760 17.257 -5.700
H 15.330 17.625 -5.260
H 21.866 27.045 5.368
C 23.274 24.891 5.955
H 16.086 20.292 -3.480
C 11.210 19.546 2.016
H 15.141 16.557 -3.222
H 25.732 17.219 9.776
O 22.268 24.528 5.362
H 15.791 15.191 11.152
C 18.090 18.642 3.816
C 17.879 14.635 10.898
N 10.965 20.809 2.302
C 19.359 27.560 -0.252
C 20.737 25.398 -0.014
H 17.564 13.328 3.025
H 24.010 24.263 6.481
H 13.791 18.352 -4.797
H 25.454 25.694 7.187
H 19.076 16.306 11.661
C 9.622 21.343 2.678
H 23.431 27.676 4.712
H 18.892 21.592 11.572
H 12.323 19.462 8.600
H 9.636 21.717 3.702
C 18.226 12.886 2.280
H 19.172 21.690 8.912
N 23.633 26.177 6.130
H 25.399 27.208 6.363
O 20.606 13.501 2.319
C 14.803 17.303 -2.502
H 17.893 11.866 2.088
H 21.761 16.508 -2.558
C 18.617 15.382 12.011
C 18.130 22.005 8.857
H 21.714 17.647 -3.990
C 14.873 18.484 -4.769
C 23.887 16.932 8.597
H 15.224 19.301 -5.400
H 9.335 18.791 7.077
H 24.843 15.684 10.033
N 19.431 26.153 0.200
C 18.471 25.660 1.004
H 21.114 25.455 -1.035
H 16.560 16.112 9.867
H 15.376 17.228 -1.578
C 24.750 16.750 9.829
C 20.379 16.363 -5.765
O 17.298 26.123 1.111
H 19.571 11.046 3.776
H 19.139 27.586 -1.319
H 20.590 24.344 0.223
H 18.520 28.025 0.266
H 11.848 22.364 3.306
H 12.296 19.384 1.932
H 13.025 21.280 2.576
*
```

Properties
LUMO level   0.277 eV
E_tot   -62192.4640 eV
HOMO energy   -0.3344 Eh
Structure (SMILES)   CN(C)C=O.CN(C)C=O.CN(C)C=O.CN(C)C=O.CC(C)=O.CC(C)=O.CC(C)=O.CC(C)=O.CC(C)=O.CC(C)=O.CC#N
Frontier orbital gap   9.377 eV



ORCA calculation (ωB97M-V/def2-TZVPD) on a molecular structure, C32H68N4O23S4 at a distorted geometry.

```
! wB97M-V def2-TZVPD RIJCOSX def2/J DEFGRID3
* xyz 0 1
H 3.092 0.315 -3.455
N 0.039 -4.670 1.633
N 3.383 -3.261 2.047
C -0.641 -3.511 1.125
C -2.996 2.611 -2.583
H -4.701 -3.250 -3.957
H 2.265 2.167 -0.192
H -1.719 -3.625 1.240
C -4.264 1.931 -2.705
H -0.672 3.147 -4.285
C 2.263 -2.291 2.276
O -0.671 0.222 1.603
H 3.047 -0.818 -1.994
H -0.293 -7.784 2.835
H 0.605 -1.653 2.614
C -1.782 3.412 -0.010
H 0.700 -0.660 -1.713
H -0.439 2.336 1.339
H 0.668 -3.113 4.375
O 0.299 -1.731 5.549
C 2.561 -1.691 -4.011
H -1.191 3.049 -0.851
O 0.855 2.744 -1.472
C -0.252 -1.496 3.270
H -1.125 3.996 -2.859
C 0.207 -6.989 2.282
H -5.097 -4.502 -2.825
H 1.008 0.974 -2.332
C 2.600 -0.510 -2.939
H 4.372 -1.062 -1.447
O -1.653 -2.063 0.890
C -5.353 -2.401 -1.937
C 1.093 -0.089 -2.555
O 0.576 4.849 3.919
O 0.870 -1.661 1.081
H 4.247 2.958 -1.059
O -1.821 -1.563 -2.784
H -3.531 1.275 -0.179
H -1.319 2.258 -2.902
H 5.227 -5.457 2.263
H -0.405 -3.419 0.065
H -0.770 1.588 -0.948
C 0.735 2.859 -2.729
C -3.083 0.759 -1.028
H -2.155 5.269 0.719
S 0.979 3.824 2.709
O -4.354 -1.418 -2.148
H 2.785 -2.685 -3.626
C 0.020 1.397 1.031
H 0.436 0.245 -4.703
H 4.720 -5.299 0.460
C -0.597 -5.850 1.583
H 1.052 1.500 1.368
O 1.223 -1.539 -4.404
H 4.086 -6.532 1.622
H -3.524 -0.139 -2.947
H -2.370 2.581 -3.475
O -4.323 4.050 -1.128
O -0.272 3.478 2.062
O 4.848 0.891 -1.432
C 0.820 2.711 4.957
O -3.378 -3.504 -2.463
O 2.097 -5.070 1.923
H -5.463 -2.692 -0.892
O 1.421 2.580 3.726
H 1.271 -2.731 2.171
C 3.238 -4.599 1.936
C 0.439 -0.477 -3.886
H 0.188 1.823 4.988
H -2.546 -0.164 -0.810
H 2.423 -2.300 3.354
C -0.657 3.072 -3.198
H 1.067 1.273 -0.768
H -4.640 1.873 -3.726
H 3.118 1.833 1.238
C -3.578 4.945 -0.688
H -6.322 -2.012 -2.252
H 3.373 3.213 -2.593
S -2.829 -2.058 -1.815
C -3.972 0.516 -2.200
H 5.094 -0.571 0.024
S 0.828 -0.172 5.236
H -1.042 3.702 4.536
C 4.394 -0.232 -0.740
H -0.597 -0.774 -3.722
H -1.144 -1.577 2.649
H -5.149 6.331 -0.428
O -2.297 1.823 -1.503
H -4.022 6.878 -1.746
H 3.548 2.152 -4.039
C -0.038 3.944 4.884
H -1.088 -3.032 4.647
C 3.012 0.111 -0.117
H -4.902 0.085 -1.830
O -0.327 -0.261 3.951
O -0.399 -0.264 -0.631
H -3.648 6.924 0.020
H -0.265 4.421 5.838
C -4.121 6.366 -0.788
C -4.787 -3.459 -2.891
H -4.987 2.312 -1.983
C 4.502 2.006 -0.594
H -2.539 2.655 0.199
H 2.936 -0.587 0.717
C 0.045 1.054 -0.458
O 2.102 4.382 1.950
N 1.740 2.646 -3.570
O 2.187 -0.238 4.763
H 5.273 2.269 0.131
O -2.612 -2.162 -0.395
H 2.943 1.461 -2.395
H 1.484 2.767 5.820
C 3.041 2.299 -3.085
H 4.280 -2.849 1.833
H -1.226 3.433 0.928
H 2.471 -1.302 1.867
H -0.152 -2.594 1.453
H 1.046 -4.756 1.633
H 0.679 -6.537 3.154
N -2.419 4.720 -0.087
H 3.196 -1.541 -4.885
H 2.211 -0.197 -0.788
H -3.185 3.637 -2.268
C 4.455 -5.514 1.496
H 1.067 -7.294 1.685
H 1.512 2.578 -4.552
C -0.196 -2.449 4.418
C 3.148 1.637 0.166
O -1.697 -6.062 1.151
O 0.566 0.801 6.233
S -0.474 -1.161 0.763
*
```

Properties
LUMO level   0.186 eV
E_tot   -130638.1456 eV
HOMO energy   -0.2710 Eh
Energy relative to the best compared isomer or geometry (same formula, charge and spin)   867.7 kcal/mol
Frontier orbital gap   7.560 eV